Density functional theory data (ωB97M-V with the def2-TZVPD basis set) for one molecule with the formula C6H16N2 at a distorted geometry.

Geometry as ORCA input:
```
! wB97M-V def2-TZVPD RIJCOSX def2/J DEFGRID3
* xyz 0 1
C 3.1092 1.7874 -0.4100
C 1.7331 1.5262 0.2498
N 1.0981 0.4751 -0.5711
C 0.9100 -0.8074 0.1330
C -0.5024 -1.5554 0.0203
N -1.5903 -0.5227 -0.1313
C -2.7426 -1.0550 -0.9944
C -2.0705 0.0349 1.1637
H 3.7401 0.9320 -0.2261
H 3.4941 2.6397 0.1033
H 3.1108 1.8326 -1.4719
H 1.8826 0.9996 1.2171
H 1.2853 2.5394 0.2048
H 0.1770 0.9158 -0.6639
H 1.1730 -0.8774 1.2670
H 1.6079 -1.4477 -0.4803
H -0.4385 -2.2932 -0.9487
H -0.5537 -2.2401 0.8747
H -3.4255 -1.5433 -0.2940
H -2.3686 -1.7019 -1.7292
H -3.0960 -0.2830 -1.5713
H -3.0534 -0.4456 1.3804
H -2.1631 1.1638 0.8987
H -1.3167 -0.0739 1.9793
*
```

Calculated values
HOMO energy: -0.3154 Eh
Kohn-Sham gap: 9.62 eV
structure (SMILES): CCNCCN(C)C
energy above the lowest of the compared OMol25 structures with the same formula, charge and spin: 3.1955 eV
total energy: -9458.879 eV
max |F|: 0.077 Eh/bohr